30
Properties=species:S:1:pos:R:3:nbo_charge:R:1 method="wB97M-V/def2-TZVPD" e_above_lowest_kcal_mol=97.24 homo_ev="-11.855 / -11.856" total_charge=+1 energy_ha=-721.0891 homo_lumo_gap_ev="8.1827 / 8.1836"
C -1.409 -2.050 -0.411 0.352
C -1.067 1.668 -0.442 0.406
C 2.352 0.412 0.136 -0.470
C 1.453 1.505 -0.375 -0.243
C -2.877 0.563 1.083 -0.283
C -1.972 -0.669 1.344 0.140
C 0.109 -0.315 0.210 0.159
C 1.406 -0.503 0.949 0.464
C 0.066 -1.414 -2.092 -0.410
N -2.237 -1.697 0.487 -0.471
N -0.294 -1.327 -0.714 -0.441
N 0.064 1.035 -0.338 -0.356
N -2.369 1.276 -0.080 -0.555
O 1.215 -0.002 2.273 -0.745
O 1.854 -1.831 0.965 -0.699
H -1.560 -2.718 -1.137 0.189
H -1.031 2.710 -0.768 0.219
H 2.951 -0.232 -0.632 0.256
H 3.100 0.924 0.808 0.258
H 1.535 2.385 0.270 0.232
H 1.811 1.902 -1.430 0.246
H -3.847 0.165 0.846 0.246
H -2.934 1.177 1.964 0.222
H -1.412 -0.721 2.293 0.246
H 1.031 -0.827 -2.171 0.210
H 0.087 -2.418 -2.448 0.230
H -0.599 -0.917 -2.778 0.195
H -2.978 2.126 -0.270 0.416
H 1.771 -0.381 2.937 0.497
H 1.435 -2.338 1.676 0.491

***

74
Properties=species:S:1:pos:R:3:lowdin_charge:R:1 method="wB97M-V/def2-TZVPD" homo_ev="-16.748 / -16.744" total_charge=+3 energy_ha=-2451.7510 homo_lumo_gap_ev="5.0164 / 5.0061"
Ta 0.307 -0.761 -1.507 1.711
C -3.923 -1.289 0.848 -0.075
C -3.610 -0.794 -0.551 -0.480
C -3.420 -1.947 -1.536 -0.125
P -2.089 0.315 -0.573 1.117
C -2.578 1.809 -1.585 -0.507
C -3.568 2.654 -0.781 -0.080
C -1.362 2.638 -1.979 -0.103
C -1.381 0.933 0.992 -0.264
C -2.148 1.522 1.986 -0.018
C -1.550 2.139 3.090 -0.215
C -2.364 2.829 4.115 -0.008
C -0.155 2.120 3.183 0.032
C 0.618 1.529 2.211 0.043
C 0.031 0.914 1.093 -0.296
N 0.768 0.308 0.093 -0.201
C 2.195 0.294 0.230 -0.251
C 2.834 -0.566 1.161 -0.197
C 2.067 -1.511 2.033 -0.012
C 4.207 -0.493 1.313 0.038
C 4.991 0.407 0.588 -0.196
C 6.458 0.439 0.745 -0.002
C 4.336 1.287 -0.284 0.039
C 2.970 1.257 -0.472 -0.201
C 2.323 2.278 -1.361 -0.018
H -4.767 -1.975 0.809 0.108
H -4.193 -0.484 1.526 0.078
H -3.074 -1.826 1.257 0.046
H -4.419 -0.156 -0.928 0.122
H -2.601 -2.595 -1.234 0.045
H -3.242 -1.586 -2.547 0.055
H -4.325 -2.550 -1.559 0.107
H -3.069 1.414 -2.484 0.130
H -3.053 3.216 -0.006 0.086
H -4.357 2.058 -0.327 0.080
H -4.045 3.365 -1.452 0.109
H -0.863 3.033 -1.094 0.078
H -1.692 3.492 -2.567 0.108
H -0.650 2.072 -2.591 0.057
H -3.225 1.521 1.915 0.114
H -3.414 2.839 3.847 0.092
H -2.026 3.855 4.238 0.109
H -2.255 2.356 5.091 0.111
H 0.313 2.583 4.039 0.143
H 1.694 1.547 2.286 0.135
H 2.429 -2.527 1.877 0.101
H 0.996 -1.469 1.855 0.050
H 2.254 -1.257 3.077 0.114
H 4.688 -1.139 2.032 0.145
H 6.750 0.122 1.744 0.103
H 6.866 1.424 0.530 0.103
H 6.907 -0.263 0.038 0.119
H 4.922 2.023 -0.812 0.139
H 3.033 3.078 -1.559 0.106
H 1.451 2.707 -0.867 0.075
H 2.031 1.854 -2.327 0.068
C -1.339 -3.652 2.322 0.022
C -0.710 -3.455 0.991 -0.447
C -0.002 -4.618 0.404 0.023
O -0.757 -2.356 0.423 -0.097
H -0.623 -4.105 3.008 0.119
H -2.176 -4.351 2.253 0.125
H -1.695 -2.713 2.738 0.091
H 0.941 -4.762 0.936 0.114
H 0.210 -4.471 -0.657 0.091
H -0.572 -5.536 0.541 0.118
C 2.400 -0.025 -5.131 -0.056
O 1.487 -0.618 -4.188 -0.327
C 0.427 -1.279 -4.699 -1.307
S -0.014 -1.406 -6.264 0.876
S -0.506 -2.056 -3.450 0.585
H 3.336 0.158 -4.608 0.103
H 1.994 0.912 -5.518 0.110
H 2.575 -0.713 -5.960 0.089

***

80
Properties=species:S:1:pos:R:3:lowdin_charge:R:1 method="wB97M-V/def2-TZVPD" e_above_lowest_kcal_mol=97.82 homo_ev=-4.796 total_charge=-1 energy_ha=-2180.5458 homo_lumo_gap_ev=6.6571
C 0.560 2.039 1.329 0.016
C 0.197 2.133 -0.227 -0.382
O 0.620 3.093 -0.949 0.010
O -0.646 1.190 -0.871 -0.086
C -0.054 -0.158 -0.860 -0.146
C -1.311 -1.175 -1.065 -0.145
C -2.257 -1.262 0.226 -0.178
C -1.818 -2.362 1.313 -0.148
C -0.243 -2.583 1.442 -0.125
C 0.568 -3.339 0.540 0.054
C 2.162 -3.427 0.806 -0.236
O 2.831 -4.457 0.533 0.041
C 2.814 -2.069 1.402 -0.014
C 4.253 -1.503 0.989 -0.554
O 4.903 -0.724 1.758 -0.088
O 4.720 -1.870 -0.271 -0.197
C 2.013 -1.330 2.333 0.037
C 0.563 -1.931 2.687 -0.249
O 0.098 -1.929 3.872 -0.003
H 0.052 1.076 1.724 0.082
H 0.170 2.921 1.941 0.083
H 1.687 1.878 1.429 0.104
H 0.687 -0.256 -1.744 0.103
H 0.547 -0.380 0.087 0.108
H -1.922 -0.720 -1.943 0.110
H -0.919 -2.195 -1.425 0.103
H -2.300 -0.218 0.701 0.114
H -3.310 -1.560 -0.144 0.115
H -2.348 -3.379 1.196 0.120
H -2.173 -1.961 2.342 0.114
H 0.051 -3.824 -0.350 0.117
H 2.368 -0.334 2.792 0.127
O -4.404 1.010 -3.095 0.112
C -3.533 1.424 -3.817 -0.476
O -2.360 0.775 -4.046 0.024
C -1.516 1.593 -4.857 -0.161
C -2.445 2.549 -5.566 -0.168
C -3.553 2.737 -4.552 -0.084
H -0.805 2.110 -4.206 0.134
H -0.963 0.966 -5.558 0.118
H -1.960 3.481 -5.865 0.116
H -2.848 2.075 -6.467 0.118
H -3.328 3.543 -3.849 0.135
H -4.516 2.904 -5.035 0.125
O 1.276 -1.212 -3.127 0.105
C 1.691 -1.196 -4.259 -0.436
O 0.893 -1.205 -5.362 0.022
C 1.708 -1.293 -6.536 -0.171
C 3.068 -0.785 -6.114 -0.168
C 3.139 -1.209 -4.662 -0.064
H 1.736 -2.336 -6.864 0.127
H 1.273 -0.684 -7.331 0.122
H 3.882 -1.177 -6.726 0.117
H 3.092 0.307 -6.179 0.120
H 3.530 -2.223 -4.552 0.142
H 3.719 -0.506 -4.065 0.139
O -2.732 -6.698 6.561 0.101
C -1.807 -5.925 6.596 -0.483
O -1.787 -4.732 5.945 0.034
C -0.500 -4.121 6.112 -0.168
C 0.081 -4.754 7.354 -0.166
C -0.504 -6.149 7.314 -0.090
H 0.100 -4.325 5.221 0.126
H -0.617 -3.042 6.219 0.121
H 1.172 -4.736 7.375 0.119
H -0.282 -4.229 8.243 0.119
H 0.113 -6.834 6.728 0.133
H -0.671 -6.544 8.317 0.124
O -0.983 6.361 4.047 0.112
C -0.605 6.420 2.904 -0.479
O -0.583 5.358 2.054 0.016
C 0.023 5.752 0.816 -0.172
C -0.125 7.254 0.762 -0.166
C -0.052 7.643 2.224 -0.087
H 1.070 5.437 0.825 0.133
H -0.485 5.261 -0.015 0.119
H 0.630 7.739 0.141 0.118
H -1.110 7.516 0.362 0.120
H 0.978 7.798 2.553 0.133
H -0.662 8.520 2.437 0.125

***

52
Properties=species:S:1:pos:R:3:nbo_charge:R:1 method="wB97M-V/def2-TZVPD" e_above_lowest_kcal_mol=10.23 homo_ev=-3.824 total_charge=-1 energy_ha=-1355.6563 smiles="N#Cc1ccc([C@H](C#N)[C@H](/C=C/N2c3ccccc3C[C@@H]2C(=O)[O-])c2ccccc2)cc1" homo_lumo_gap_ev=5.8555
N -1.405 -7.972 -2.503 -0.333
C -1.088 -6.928 -2.086 0.291
C -0.702 -5.613 -1.655 -0.200
C -1.624 -4.570 -1.812 -0.149
C -1.177 -3.256 -1.765 -0.201
C 0.124 -2.977 -1.333 0.021
C 0.584 -1.517 -1.199 -0.366
C 2.000 -1.426 -0.793 0.314
N 3.149 -1.310 -0.601 -0.335
C -0.335 -0.637 -0.376 -0.246
C 0.483 0.504 0.163 -0.386
C 1.045 1.377 -0.714 0.084
N 1.401 2.661 -0.419 -0.408
C 0.919 3.415 0.632 0.249
C -0.106 3.103 1.523 -0.281
C -0.500 4.082 2.446 -0.216
C 0.025 5.385 2.366 -0.256
C 0.981 5.722 1.400 -0.197
C 1.449 4.720 0.564 -0.038
C 2.405 4.802 -0.570 -0.422
C 2.179 3.477 -1.325 -0.152
C 1.174 3.572 -2.544 0.769
O 1.381 2.684 -3.397 -0.781
O 0.344 4.480 -2.369 -0.762
C -1.157 -1.279 0.771 -0.014
C -2.541 -1.427 0.656 -0.208
C -3.297 -1.943 1.716 -0.211
C -2.687 -2.138 2.967 -0.226
C -1.292 -2.015 3.080 -0.226
C -0.528 -1.612 1.969 -0.163
C 1.003 -4.021 -1.044 -0.161
C 0.590 -5.349 -1.190 -0.167
H -2.676 -4.757 -2.042 0.227
H -1.837 -2.440 -2.089 0.225
H 0.541 -1.088 -2.234 0.279
H -1.088 -0.242 -1.090 0.221
H 0.600 0.631 1.244 0.219
H 1.295 1.067 -1.736 0.229
H -0.591 2.129 1.468 0.225
H -1.235 3.838 3.220 0.201
H -0.336 6.152 3.051 0.196
H 1.358 6.739 1.266 0.203
H 3.445 4.830 -0.205 0.198
H 2.229 5.679 -1.203 0.241
H 3.094 2.971 -1.646 0.197
H -3.033 -1.155 -0.285 0.209
H -4.350 -2.181 1.537 0.211
H -3.295 -2.402 3.838 0.210
H -0.782 -2.247 4.023 0.212
H 0.558 -1.533 2.035 0.215
H 2.024 -3.812 -0.723 0.232
H 1.279 -6.174 -0.989 0.226

***

17
Properties=species:S:1:pos:R:3:lowdin_spin:R:1 method="wB97M-V/def2-TZVPD" e_above_lowest_kcal_mol=8.57 homo_ev="0.679 / -6.443" total_charge=-1 s2=0.750 energy_ha=-380.2694 spin_multiplicity=2 homo_lumo_gap_ev="2.9284 / 10.0023"
C -1.838 0.331 -0.825 0.006
C -0.501 -0.064 -0.241 0.074
C -0.557 -0.396 1.246 0.032
N 0.666 -0.782 1.722 0.056
O -1.473 -0.026 1.961 0.007
N -1.689 0.572 -2.297 0.004
H -2.617 -0.413 -0.643 0.001
H -2.151 1.269 -0.359 0.001
H -0.068 -0.947 -0.723 0.035
H 0.257 0.726 -0.357 0.040
H 0.652 -1.014 2.702 0.016
H 1.596 -0.526 1.403 0.040
H -0.693 0.665 -2.459 0.015
H -2.274 1.353 -2.558 0.001
H 3.142 -0.953 0.307 0.138
H 4.172 0.312 0.369 0.130
O 3.376 -0.110 0.753 0.406